[1]
{
  "formula": "C5H13N5",
  "method": "ωB97M-V with the def2-TZVPD basis set",
  "symbols": ["C", "C", "C", "C", "C", "N", "N", "N", "N", "N", "H", "H", "H", "H", "H", "H", "H", "H", "H", "H", "H", "H", "H"],
  "positions_angstrom": [[0.4250, -2.2025, -0.1557], [0.0548, 0.9325, 0.5014], [0.8473, -1.0327, 1.9056], [-0.8384, -1.7822, -0.5554], [-0.2878, 2.4686, -1.2602], [1.0021, -2.0018, 0.9485], [0.4043, 0.3709, 1.7307], [0.3485, 2.0828, 0.0202], [-1.6363, -2.5010, -1.5291], [1.2516, 2.9738, 0.3897], [0.8831, -3.0038, -0.7508], [0.1315, -1.4821, 2.7152], [1.7600, -0.7981, 2.5542], [-1.4699, -1.1519, 0.0333], [-0.9281, 1.7373, -1.6127], [-0.7547, 3.4564, -1.1333], [0.5938, 2.5358, -1.9262], [-1.9327, -1.9491, -2.4553], [-2.4746, -2.9870, -1.1710], [-0.9515, -3.2404, -1.8969], [1.9461, 2.8605, 1.1435], [1.2597, 3.8561, -0.0655], [0.3662, 0.8578, 2.5697]],
  "charge": 2,
  "e_lumo_ev": [-9.27, -9.04],
  "max_force_ha_per_bohr": 0.1103,
  "e_tot_ev": -12823.1966
}


[2]
{
  "formula": "C5H13NO",
  "method": "ωB97M-V with the def2-TZVPD basis set",
  "symbols": ["C", "C", "C", "C", "N", "C", "H", "H", "H", "H", "H", "H", "H", "H", "H", "H", "H", "H", "H", "O"],
  "positions_angstrom": [[2.6632, -1.3568, 1.2739], [1.1179, -1.5530, 1.3924], [0.3148, -1.0255, 0.2330], [0.7743, -0.0903, -0.6058], [-0.0962, 0.7329, -1.3278], [-1.0549, -1.6408, 0.0359], [3.1353, -2.3101, 1.5001], [2.9421, -1.1692, 0.2438], [3.0242, -0.7335, 2.0776], [0.9283, -2.5962, 1.6437], [0.8636, -0.9700, 2.2874], [1.8013, 0.2492, -0.5511], [0.1769, 0.9196, -2.2791], [-1.0796, 0.6292, -1.1315], [-1.7981, -0.8640, 0.2662], [-1.2566, -2.4310, 0.7585], [-1.2462, -1.9799, -0.9805], [-4.4347, 5.5784, -1.3609], [-3.2270, 4.8452, -1.7668], [-3.5485, 5.7660, -1.7090]],
  "charge": -1,
  "e_lumo_ev": [3.42, 3.38],
  "spin_multiplicity": 2,
  "max_force_ha_per_bohr": 0.0335,
  "e_tot_ev": -8931.2531
}


[3]
{
  "formula": "C5H13NO",
  "method": "ωB97M-V with the def2-TZVPD basis set",
  "symbols": ["C", "N", "C", "C", "C", "C", "H", "H", "H", "H", "H", "H", "H", "H", "H", "H", "H", "H", "H", "O"],
  "positions_angstrom": [[-2.1011, -0.7231, -0.4766], [-0.8182, 0.4532, -2.8216], [-0.0730, 0.0769, -1.6897], [-0.6305, -0.4549, -0.5905], [0.1790, -0.5659, 0.6844], [1.3984, 0.1393, -1.9232], [-2.5299, -0.9342, -1.4579], [-2.6582, 0.0966, -0.0175], [-2.2456, -1.6047, 0.1457], [-1.7986, 0.2384, -2.8472], [-0.3332, 0.3626, -3.6978], [0.8550, 0.2466, 0.9290], [0.7650, -1.4855, 0.7383], [-0.5218, -0.6038, 1.5256], [1.6897, 1.0046, -2.5320], [1.9537, 0.1855, -0.9919], [1.7921, -0.7190, -2.4882], [1.8675, 1.4049, 5.0715], [1.5415, 1.8469, 6.4784], [1.6683, 1.0356, 5.9612]],
  "charge": -1,
  "e_lumo_ev": [3.40, 3.34],
  "spin_multiplicity": 2,
  "max_force_ha_per_bohr": 0.0269,
  "e_tot_ev": -8931.7359
}


[4]
{
  "formula": "C5H13NO",
  "method": "ωB97M-V with the def2-TZVPD basis set",
  "symbols": ["N", "C", "C", "C", "C", "C", "H", "H", "H", "H", "H", "H", "H", "H", "H", "H", "H", "H", "H", "O"],
  "positions_angstrom": [[0.1467, 0.1913, -1.0941], [-1.2757, 0.4722, -0.7450], [-1.2390, 0.6180, 0.7791], [0.0392, 1.4101, 0.9407], [1.0319, 0.6642, 0.0028], [1.6936, -0.5150, 0.6755], [0.3579, 0.6691, -1.9701], [-1.5087, 1.4510, -1.1969], [-2.0133, -0.2230, -1.1466], [-1.1937, -0.3965, 1.1773], [-2.1308, 1.1408, 1.1352], [0.3712, 1.4584, 1.9813], [-0.0364, 2.3971, 0.4800], [1.6665, 1.4576, -0.3987], [2.3198, -0.1308, 1.4955], [2.3043, -1.1366, 0.0278], [0.9563, -1.1784, 1.1255], [-0.5898, -2.0108, -0.9212], [-0.1385, -3.3723, -1.4687], [-0.7616, -2.9664, -0.8792]],
  "charge": -1,
  "e_lumo_ev": [3.93, 3.79],
  "spin_multiplicity": 2,
  "max_force_ha_per_bohr": 0.0317,
  "e_tot_ev": -8932.0041
}